The following is a DFT calculation (the ωB97M-V functional and the def2-TZVPD basis) of a cluster of 18 separate species, C72H188N8O18 in total.

Calculated values
- HOMO-LUMO gap (eV) = 9.1775
- highest occupied orbital energy (eV) = -8.501

ORCA input file:
```
! wB97M-V def2-TZVPD RIJCOSX def2/J DEFGRID3
* xyz 0 1
C 3.9018 -2.9486 -5.3798
C 4.5485 -3.1643 -4.0093
C 4.9706 -4.5963 -3.7685
O 3.9298 -5.5673 -4.0241
C 4.1461 -6.9178 -3.6255
N 5.7090 -2.3201 -3.9089
H 3.6514 -1.8823 -5.3881
H 3.0512 -3.5882 -5.4405
H 4.6523 -3.1610 -6.2084
H 3.8742 -2.8261 -3.2124
H 5.2769 -4.8106 -2.7341
H 5.8883 -4.7229 -4.4173
H 4.7723 -7.5257 -4.2857
H 3.1665 -7.3610 -3.5135
H 4.6565 -6.9455 -2.6607
H 5.7495 -1.6622 -3.1119
H 5.9108 -1.7292 -4.7757
C 0.2993 -3.0384 1.4106
C 0.7677 -3.6959 2.6587
C 0.8172 -5.2021 2.5740
O -0.4682 -5.6888 2.2027
C -0.6923 -7.0095 2.5078
N 2.1105 -3.2836 3.0976
H 1.0588 -2.9461 0.6521
H 0.0452 -1.9875 1.5691
H -0.6029 -3.5582 1.0459
H 0.0034 -3.4455 3.4596
H 1.0321 -5.5159 3.6252
H 1.6273 -5.5203 1.9446
H -1.6453 -7.3198 2.1826
H -0.5712 -7.1380 3.6136
H 0.0025 -7.7810 2.0795
H 2.1497 -2.3139 3.1816
H 2.8178 -3.4710 2.3625
C 5.2448 -0.3738 0.5401
C 4.5980 -1.6728 1.0800
C 4.4015 -2.7451 -0.0390
O 3.9794 -3.9216 0.6100
C 4.0649 -5.0488 -0.1164
N 5.4101 -2.0990 2.2508
H 5.3966 0.3114 1.3655
H 4.5951 0.1276 -0.1861
H 6.1973 -0.4497 -0.0208
H 3.6339 -1.3943 1.5433
H 5.3855 -2.8870 -0.4534
H 3.6212 -2.4177 -0.7056
H 3.6608 -5.8832 0.4409
H 5.1443 -5.2381 -0.3965
H 3.5428 -5.0335 -1.0838
H 4.9752 -2.9797 2.5736
H 6.3603 -2.2338 1.9355
C -3.9029 -6.5352 -6.4345
C -3.5346 -5.7983 -5.2081
C -4.7062 -5.5993 -4.2469
O -5.7635 -4.9115 -4.9906
C -6.7869 -4.3621 -4.2864
N -2.4774 -6.5184 -4.4546
H -3.1606 -6.4774 -7.2113
H -4.8239 -6.1831 -6.9370
H -4.0111 -7.6046 -6.2272
H -3.1229 -4.8150 -5.4180
H -4.4434 -4.9102 -3.4201
H -5.1444 -6.5626 -3.9606
H -6.4575 -3.5318 -3.6502
H -7.2950 -5.0315 -3.6359
H -7.5605 -4.0080 -5.0313
H -2.0783 -5.9534 -3.6792
H -1.7683 -6.7675 -5.1651
C 10.2397 3.4982 -0.0520
C 10.3763 3.6916 1.4003
C 10.2478 2.3411 2.1156
O 8.9344 1.8744 1.9554
C 8.7317 0.5296 2.3474
N 11.6989 4.2385 1.7954
H 9.3945 2.8823 -0.3373
H 11.1315 2.9575 -0.4693
H 10.2540 4.4004 -0.6359
H 9.6042 4.3261 1.7822
H 10.5354 2.3936 3.1478
H 10.9833 1.6658 1.6244
H 7.7219 0.2134 2.1141
H 8.9359 0.4689 3.4063
H 9.4855 -0.1747 1.8591
H 12.2569 4.2439 0.9405
H 11.5890 5.2194 1.9901
C -4.8609 -2.8153 2.4288
C -3.4482 -3.0709 2.6416
C -2.6446 -2.0727 3.5422
O -2.8904 -0.6975 3.4299
C -2.2585 -0.0900 2.3031
N -3.2607 -4.4243 3.1658
H -5.0074 -1.8325 1.9852
H -5.4116 -2.7577 3.3572
H -5.3017 -3.5017 1.7430
H -2.9316 -2.7732 1.6572
H -1.5367 -2.2301 3.4400
H -2.8108 -2.3272 4.5988
H -1.1601 -0.1166 2.4866
H -2.5930 0.9324 2.1909
H -2.4850 -0.6341 1.3824
H -3.9341 -4.9818 2.6347
H -2.3594 -4.8161 3.0517
C -5.2786 2.0592 5.2698
C -3.9002 2.3609 5.9265
C -3.7957 1.5161 7.2103
O -2.5846 1.8748 7.8851
C -2.6497 1.2060 9.1846
N -2.8534 2.1923 4.9922
H -5.5382 1.0249 5.1678
H -5.2064 2.6206 4.3391
H -6.1423 2.5918 5.7958
H -4.0403 3.3965 6.2527
H -3.8454 0.4564 6.8886
H -4.6474 1.5487 7.9258
H -1.7644 1.3094 9.8337
H -2.8990 0.1228 9.0586
H -3.4939 1.6409 9.7092
H -1.9433 2.7141 5.1632
H -2.6736 1.2141 4.7478
C 1.2991 3.6339 5.9943
C 0.1790 3.7734 7.0198
C 0.6195 4.5815 8.2093
O 1.8872 4.0414 8.8011
C 2.3990 4.9356 9.7674
N -0.9236 4.3932 6.3656
H 1.8871 2.7062 6.2197
H 2.0494 4.4104 6.1026
H 0.9658 3.5362 5.0005
H -0.1854 2.7933 7.4162
H -0.2224 4.5398 8.9458
H 0.8906 5.6574 7.9689
H 2.2608 5.9631 9.3218
H 3.4776 4.7503 9.9777
H 1.9612 4.7198 10.7423
H -1.7378 4.5293 6.9926
H -0.6309 5.2942 6.0479
C 4.0441 0.3957 4.5107
C 2.4932 0.4875 4.3471
O 1.9341 -0.0478 5.5610
C 0.5209 0.1307 5.6255
C 0.0634 -0.4566 6.9143
H 4.3064 -0.6199 4.7157
H 4.4551 0.7022 3.5242
H 4.3019 1.0788 5.3299
H 2.1108 1.5136 4.1361
H 2.1609 -0.1618 3.5319
H 0.2598 1.2133 5.5141
H -0.0301 -0.4173 4.8208
H 0.4427 -1.4725 6.9612
H -1.0170 -0.4245 6.9967
H 0.3453 0.1243 7.8193
C -0.7152 0.8873 -8.6452
C -0.8426 1.4060 -7.2520
O 0.4445 1.1632 -6.6388
C 0.4925 1.7025 -5.3195
C 1.8161 1.3544 -4.6527
H -1.7382 0.8758 -9.0974
H 0.0059 1.3654 -9.2987
H -0.4730 -0.1782 -8.5504
H -1.0626 2.5283 -7.1758
H -1.6365 0.8169 -6.6671
H 0.2860 2.7602 -5.3741
H -0.3139 1.1915 -4.7416
H 1.7533 1.8171 -3.6658
H 2.7188 1.7432 -5.1853
H 1.9249 0.2509 -4.6550
C 2.6704 5.0648 -2.1873
C 1.2227 5.5773 -2.0624
O 0.5024 5.0465 -3.1273
C -0.8717 5.4522 -3.0951
C -1.4994 4.9716 -4.4260
H 2.9700 5.3384 -3.2103
H 3.2698 5.5686 -1.4753
H 2.6080 4.0494 -1.9827
H 0.7920 5.2065 -1.1090
H 1.1285 6.6488 -2.1043
H -1.3313 4.8959 -2.2860
H -0.9322 6.5469 -2.9699
H -0.8772 5.3578 -5.2532
H -2.5404 5.2708 -4.5766
H -1.4657 3.8506 -4.4454
C -3.7143 2.6267 -3.4637
C -3.8744 1.9563 -4.8270
O -3.6017 0.5682 -4.7867
C -4.3896 -0.2139 -5.6650
C -3.9719 -1.6679 -5.5522
H -3.9087 3.6928 -3.6151
H -4.5230 2.2571 -2.7795
H -2.7291 2.3609 -3.0753
H -4.8844 2.1281 -5.2477
H -3.0021 2.4085 -5.4771
H -5.4301 -0.0210 -5.3934
H -4.2866 0.0533 -6.7325
H -4.7646 -2.2635 -6.0097
H -3.8830 -1.9726 -4.4803
H -3.1317 -2.0104 -6.0533
C -7.1855 4.7164 3.0524
C -6.0614 4.3795 2.0845
O -6.1535 3.0406 1.7442
C -4.9802 2.5964 1.1156
C -5.0915 1.1268 0.5310
H -7.0848 5.7275 3.4186
H -8.1532 4.6926 2.5839
H -7.0676 3.9023 3.8524
H -6.1691 4.9675 1.1950
H -5.0808 4.5589 2.6555
H -4.8102 3.3160 0.3134
H -4.2027 2.6111 1.8888
H -5.2615 0.5155 1.4148
H -4.1892 0.8986 -0.0479
H -5.8199 1.0661 -0.2484
C -8.6511 1.1961 -2.9800
C -7.3748 0.4801 -3.3600
O -6.7985 -0.2714 -2.2604
C -7.6661 -1.3331 -1.8322
C -6.7839 -2.1981 -0.8628
H -9.3577 0.4354 -2.6458
H -8.5003 1.9596 -2.2342
H -9.0566 1.6581 -3.8790
H -7.5453 -0.1685 -4.2521
H -6.5802 1.2291 -3.5008
H -8.5119 -0.9808 -1.2456
H -8.1322 -1.8819 -2.7311
H -6.2808 -1.4717 -0.2093
H -5.9498 -2.7518 -1.3228
H -7.3894 -2.9073 -0.3410
C -1.9561 5.5327 1.6766
C -1.6200 4.0452 1.6945
O -0.1712 3.8673 1.5320
C 0.1207 2.5001 1.6254
C 1.5711 2.3664 1.4466
H -1.3999 6.0642 2.4814
H -1.6361 5.8705 0.6947
H -3.0098 5.5957 1.8290
H -1.8013 3.4877 2.6368
H -2.2326 3.4947 0.9033
H -0.2508 2.1367 2.5650
H -0.3853 1.9339 0.8736
H 1.9347 1.4169 1.8092
H 2.2391 3.2214 1.9156
H 1.8189 2.4931 0.3972
C -0.2708 -2.6621 -4.6675
C 0.4226 -3.3250 -3.5352
O -0.4781 -4.2228 -2.9578
C -0.1514 -5.0255 -1.8211
C -1.4714 -5.2192 -1.1289
H -1.3468 -2.4365 -4.4313
H 0.2390 -1.7422 -5.0217
H -0.4076 -3.3266 -5.5458
H 1.2851 -3.9447 -3.8651
H 0.7045 -2.5017 -2.8250
H 0.2260 -5.9830 -2.1018
H 0.5912 -4.5335 -1.1691
H -2.2029 -5.6318 -1.7890
H -1.9034 -4.2399 -0.8097
H -1.3303 -5.8365 -0.2359
C 6.3972 4.2863 -0.7540
C 6.0525 2.8815 -0.3282
O 5.2178 2.1080 -1.2053
C 5.9759 1.5666 -2.3325
C 5.7216 2.2038 -3.7001
H 6.7425 4.9374 0.0634
H 7.1027 4.2082 -1.5383
H 5.5486 4.7791 -1.1222
H 6.8536 2.1995 -0.0647
H 5.4630 2.9593 0.5788
H 7.0622 1.5544 -2.1414
H 5.6160 0.5248 -2.4259
H 6.4269 1.7309 -4.3925
H 5.7811 3.2613 -3.7758
H 4.7207 1.9809 -4.0070
C 1.7549 -0.3238 -1.3721
C 0.3737 0.0196 -1.9024
O -0.6704 -0.7817 -1.3859
C -1.9345 -0.2008 -1.6332
C -2.9681 -1.3319 -1.7483
H 2.4715 0.3578 -1.7910
H 1.7418 -0.2287 -0.2603
H 2.0498 -1.3375 -1.6041
H 0.1955 1.0905 -1.6805
H 0.4294 0.0152 -3.0037
H -2.3231 0.4508 -0.8443
H -1.9732 0.3909 -2.5750
H -2.7347 -2.0924 -2.5060
H -3.8897 -0.8585 -2.0815
H -2.9717 -1.8512 -0.8107
*
```

Mulliken atomic charge list, values in e, 5 entries: -1.798 2.596 -0.752 -0.298 -0.775